No. 1
Below is a structure of composition C30H32BrGeN2OS3SeZn, with properties calculated with ωB97M-V/def2-TZVPD.

Atoms and positions in Å:
Zn 0.75 -0.54 0.09
Br -6.36 -0.31 1.86
C -4.53 0.05 1.64
C -3.98 1.17 2.26
C -2.63 1.45 2.10
C -1.84 0.60 1.32
C -2.41 -0.50 0.71
C -3.75 -0.79 0.87
N -0.45 0.81 1.09
C 0.24 1.73 1.65
C 1.67 1.88 1.31
C 2.48 2.84 1.87
C 3.82 2.89 1.46
C 4.27 1.97 0.52
C 3.39 1.03 0.01
N 2.12 1.00 0.41
H -4.60 1.82 2.86
H -2.22 2.33 2.58
H -1.79 -1.15 0.09
H -4.20 -1.65 0.38
H -0.19 2.42 2.37
H 2.09 3.54 2.60
H 4.48 3.63 1.87
H 5.30 1.98 0.19
H 3.68 0.28 -0.72
C 0.51 -1.76 6.38
Ge 0.44 -3.15 5.03
C 2.13 -4.10 4.86
C -1.00 -4.39 5.43
C -0.03 -2.26 3.32
Se 1.40 -2.11 2.01
C 1.26 -3.88 1.23
H 1.03 -2.12 7.27
H -0.50 -1.48 6.67
H 1.03 -0.87 6.02
H 2.65 -4.11 5.82
H 2.78 -3.63 4.13
H 1.96 -5.14 4.57
H -0.80 -4.90 6.37
H -1.11 -5.14 4.65
H -1.95 -3.86 5.54
H -0.36 -1.24 3.53
H -0.86 -2.77 2.83
H 1.26 -4.59 2.05
H 2.12 -4.02 0.58
H 0.35 -3.95 0.63
O 1.58 -1.65 -1.11
C 1.66 -1.93 -2.46
C 1.26 -3.38 -2.69
C 0.05 -3.93 -2.40
C -0.02 -5.32 -2.67
C 1.15 -5.80 -3.18
S 2.32 -4.56 -3.33
C 3.12 -1.69 -2.88
C 4.22 -2.16 -2.23
C 5.44 -1.71 -2.80
C 5.23 -0.90 -3.87
S 3.57 -0.68 -4.18
C 0.74 -1.00 -3.25
C 0.42 0.29 -2.93
C -0.39 0.92 -3.92
C -0.64 0.10 -4.97
S 0.07 -1.44 -4.77
H -0.78 -3.35 -2.01
H -0.89 -5.93 -2.51
H 1.39 -6.80 -3.50
H 4.15 -2.81 -1.36
H 6.42 -1.99 -2.44
H 5.97 -0.43 -4.50
H 0.77 0.79 -2.04
H -0.75 1.94 -3.85
H -1.23 0.31 -5.85

Summary:
highest occupied orbital energy = -10.49 eV
orbital gap = 6.24 eV
total charge = +1

***

No. 2
Below is a cluster of 2 separate species, C2H2N2O3S in total at a distorted geometry, with properties calculated with ωB97M-V/def2-TZVPD.

Atoms and positions in Å:
C -0.56 0.13 -0.42
C 1.61 0.18 0.05
H -3.86 -0.89 -0.38
H 3.11 -1.24 1.03
N -1.74 -0.51 -0.30
N 1.32 1.43 0.07
O -0.24 1.43 -0.30
O 2.91 -0.17 0.23
O 0.64 -0.66 -0.28
S -3.19 0.30 0.30

Summary:
highest occupied orbital energy = -8.56 eV
orbital gap = 7.19 eV

***

No. 3
Below is the molecule C5H12O2, with properties calculated with ωB97M-V/def2-TZVPD.

Atoms and positions in Å:
C 2.74 0.84 -0.04
C 2.36 -0.54 -0.58
O 0.99 -0.65 -0.92
C 0.09 -0.68 0.16
C -1.26 -0.29 -0.40
O -2.15 -0.05 0.66
C -3.39 0.44 0.24
H 2.26 1.06 0.92
H 2.44 1.63 -0.74
H 3.82 0.89 0.11
H 2.64 -1.33 0.14
H 2.91 -0.73 -1.52
H 0.07 -1.67 0.64
H 0.37 0.05 0.94
H -1.11 0.61 -1.01
H -1.63 -1.09 -1.06
H -3.95 -0.30 -0.35
H -3.29 1.36 -0.37
H -3.97 0.68 1.14

Summary:
SMILES string = CCOCCOC
highest occupied orbital energy = -9.76 eV
orbital gap = 10.86 eV

***

No. 4
Below is a structure of composition C6H15AlBrO, with properties calculated with ωB97M-V/def2-TZVPD.

Atoms and positions in Å:
C 0.42 1.33 1.37
C 0.16 0.96 -0.09
C 0.59 2.09 -1.05
C 0.75 -0.39 -0.52
C 2.16 -0.66 -0.02
C -0.19 -1.53 -0.14
O -1.38 -1.47 -0.86
Al -2.86 -1.54 0.12
Br -4.72 -1.00 -1.29
H 1.48 1.36 1.61
H -0.06 0.62 2.04
H 0.01 2.31 1.58
H -0.92 0.83 -0.18
H 0.77 3.02 -0.51
H -0.19 2.28 -1.78
H 1.50 1.83 -1.59
H 0.77 -0.39 -1.61
H 2.23 -0.60 1.06
H 2.47 -1.67 -0.31
H 2.89 0.03 -0.45
H -0.38 -1.47 0.95
H 0.32 -2.48 -0.32
H -2.77 -0.41 1.27
H -3.03 -3.03 0.73

Summary:
highest occupied orbital energy = -5.00 eV
orbital gap = 8.31 eV
total charge = -1

***

No. 5
Below is a structure of composition C39H36AsGeN4O3S4W at a distorted geometry, with properties calculated with ωB97M-V/def2-TZVPD.

Atoms and positions in Å:
W -0.32 0.95 0.62
N -0.48 2.79 1.15
N 1.11 0.88 2.07
C 0.53 -0.27 2.15
N 0.81 -1.36 2.80
S -0.73 -1.40 -0.45
H -0.16 3.18 2.03
H -1.20 3.39 0.78
H 2.01 1.09 2.51
H 1.64 -1.44 3.37
H 0.24 -2.19 2.68
S 3.93 -2.00 -0.16
C 2.81 -0.91 -0.33
N 1.91 -0.14 -0.34
O -2.16 0.62 1.27
S -3.18 1.45 0.36
O -3.32 2.76 0.94
O -4.35 0.66 0.16
S -1.93 1.55 -1.25
C -6.23 -2.22 -1.83
C -6.30 -2.45 -0.46
C -5.14 -2.54 0.30
C -3.91 -2.41 -0.33
C -3.83 -2.17 -1.69
C -4.99 -2.08 -2.44
As -2.26 -2.44 0.66
C -1.59 -4.25 0.42
C -1.45 -4.71 -0.88
C -0.92 -5.96 -1.13
C -0.52 -6.77 -0.07
C -0.63 -6.30 1.23
C -1.16 -5.05 1.48
C -2.71 -2.44 2.54
C -2.40 -1.45 3.47
C -2.86 -1.57 4.77
C -3.62 -2.66 5.15
C -3.92 -3.65 4.22
C -3.46 -3.55 2.92
H -7.14 -2.13 -2.41
H -7.26 -2.53 0.03
H -5.22 -2.68 1.37
H -2.87 -2.01 -2.17
H -4.93 -1.87 -3.50
H -1.76 -4.08 -1.71
H -0.83 -6.31 -2.15
H -0.12 -7.76 -0.26
H -0.31 -6.93 2.05
H -1.24 -4.70 2.50
H -1.84 -0.57 3.19
H -2.63 -0.79 5.49
H -3.99 -2.74 6.16
H -4.51 -4.51 4.51
H -3.70 -4.32 2.20
C 1.17 0.95 -0.93
Ge 2.51 2.43 -1.21
C 1.77 4.16 -1.71
C 2.69 5.11 -2.16
C 2.26 6.36 -2.57
C 0.91 6.68 -2.53
C -0.01 5.74 -2.08
C 0.42 4.49 -1.68
C 3.53 2.62 0.44
C 2.92 3.33 1.48
C 3.59 3.56 2.67
C 4.90 3.11 2.84
C 5.52 2.41 1.81
C 4.84 2.16 0.62
C 3.39 1.71 -2.80
C 4.68 1.18 -2.89
C 5.11 0.57 -4.06
C 4.27 0.48 -5.15
C 2.99 1.03 -5.09
C 2.56 1.63 -3.92
H 0.86 0.65 -1.93
H 3.75 4.87 -2.19
H 2.98 7.09 -2.93
H 0.57 7.65 -2.86
H -1.07 5.99 -2.05
H -0.31 3.75 -1.36
H 1.93 3.73 1.33
H 3.11 4.12 3.47
H 5.43 3.31 3.76
H 6.54 2.07 1.92
H 5.34 1.61 -0.16
H 5.36 1.24 -2.05
H 6.12 0.17 -4.11
H 4.60 -0.01 -6.06
H 2.33 0.98 -5.94
H 1.57 2.07 -3.88

Summary:
highest occupied orbital energy = -11.08 eV
orbital gap = 6.86 eV
total charge = +1

***

No. 6
Below is the molecule C3H7F2N at a distorted geometry, with properties calculated with ωB97M-V/def2-TZVPD.

Atoms and positions in Å:
C 0.04 0.13 -0.38
C 0.76 -1.01 0.29
C -1.44 0.17 0.05
H 0.73 2.02 -0.72
H 1.61 1.26 0.39
H 0.03 -0.17 -1.43
H 0.25 -1.99 0.25
H 1.00 -0.89 1.33
H -2.05 0.94 -0.49
H -1.52 0.40 1.10
N 0.66 1.37 0.07
F 2.00 -1.13 -0.29
F -2.06 -1.10 -0.18

Summary:
SMILES string = NC(CF)CF
highest occupied orbital energy = -10.11 eV
orbital gap = 11.23 eV

***

No. 7
Below is a cluster of 2 separate species, CH7ClN2P in total at a distorted geometry, with properties calculated with ωB97M-V/def2-TZVPD.

Atoms and positions in Å:
C 0.37 -1.58 -0.01
N 0.22 0.86 -1.27
N 0.42 1.10 1.17
P -0.27 0.08 0.08
Cl -3.50 -0.18 0.05
H 1.34 -1.63 0.38
H 0.47 -1.81 -1.06
H -0.16 -2.31 0.54
H -0.26 0.84 -2.19
H 0.53 1.87 -1.00
H 0.20 2.08 1.21
H 0.63 0.67 2.11

Summary:
highest occupied orbital energy (spin up / spin down) = -15.13 / -14.16 eV
orbital gap (spin up / spin down) = 8.32 / 7.00 eV
total charge = +1